The following is a quantum chemistry calculation of a cluster of 6 separate species, C40H88N4O6 in total, from the Open Molecules 2025 dataset.

XYZ file:
```
138
C40H88N4O6 (the ωB97M-V functional and the def2-TZVPD basis)
C -0.05830 -0.23829 -0.44271
C -0.98150 -0.92982 -1.42080
O -2.35672 -0.65985 -1.13984
H 0.96149 -0.37495 -0.83920
H -0.08005 -0.76353 0.51038
H -0.15692 0.84095 -0.44876
H -0.88599 -2.02228 -1.43772
H -0.70793 -0.61191 -2.43184
H -2.40975 -0.54804 -0.18518
C -1.91930 -4.97455 -0.43699
C -0.70650 -5.87101 -0.67278
O 0.50738 -5.24814 -0.23497
H -2.08341 -4.31274 -1.28644
H -1.77809 -4.38619 0.47116
H -2.81534 -5.58103 -0.30106
H -0.59307 -5.97720 -1.75627
H -0.88590 -6.84410 -0.21499
H 1.15928 -5.29009 -0.93873
C -1.74466 0.22602 4.41291
C -2.40692 -1.09209 4.01079
C -2.33101 -2.06038 5.19972
C -3.25806 -1.68526 6.35509
C -4.69520 -1.60860 5.82556
C -4.82664 -0.61408 4.66931
N -3.82134 -0.98566 3.68118
O -3.99540 -0.18362 2.50029
C -6.20995 -0.81028 4.06727
C -4.71671 0.83138 5.17610
C -1.65960 -1.72060 2.86833
H -0.67188 0.21402 4.20318
H -1.86866 0.54157 5.44556
H -2.15193 1.02264 3.78190
H -2.62800 -3.07371 4.91171
H -1.29948 -2.09456 5.56321
H -3.04631 -0.70452 6.78518
H -3.16947 -2.42569 7.15061
H -5.33173 -1.29463 6.66005
H -5.05604 -2.59838 5.53220
H -6.24872 -1.82936 3.66809
H -6.95231 -0.73975 4.86008
H -6.41771 -0.13092 3.24421
H -5.66377 1.17873 5.58637
H -3.95942 0.96046 5.95049
H -4.38118 1.48717 4.37032
H -1.71182 -1.06266 1.99167
H -2.10239 -2.65668 2.51922
H -0.59781 -1.87938 3.04908
H -4.24650 -0.85176 1.85507
C -2.59789 6.39330 4.06752
C -1.28847 6.48624 3.27397
C -0.14427 5.88760 4.12609
C -0.02885 4.35031 4.06215
C 0.01536 3.90757 2.61653
C -1.23129 4.38806 1.84225
N -1.26419 5.83065 1.97643
O -2.21874 6.41006 1.09207
C -1.01532 4.00060 0.37733
C -2.44960 3.60705 2.32306
C -0.96908 7.97620 3.07403
H -2.99257 5.37948 4.12342
H -3.42019 6.93502 3.58546
H -2.45875 6.82816 5.05483
H 0.81436 6.39190 3.96377
H -0.35116 6.16144 5.16853
H -0.93163 3.99547 4.56245
H 0.84016 4.04912 4.64727
H 0.02720 2.81413 2.55470
H 0.88820 4.29146 2.08152
H -0.42427 4.74148 -0.16568
H -0.48041 3.05524 0.33206
H -1.96652 3.86201 -0.13753
H -3.39651 4.03844 1.97680
H -2.47052 2.60107 1.89689
H -2.54386 3.55366 3.40590
H 0.00617 8.10827 2.61162
H -0.98346 8.49510 4.03337
H -1.79290 8.38114 2.48577
H -1.67029 6.85868 0.44172
C -0.64288 -5.08778 -5.87767
C 0.51413 -4.15022 -5.50414
C 0.21404 -3.61138 -4.09786
C 1.43626 -2.85112 -3.55766
C 2.65584 -3.75327 -3.54895
C 2.97452 -4.36451 -4.91636
N 1.72237 -4.95161 -5.40546
O 1.90886 -5.70277 -6.59805
C 3.61601 -3.32454 -5.83204
C 3.99029 -5.48189 -4.71649
C 0.53643 -3.01452 -6.54490
H -0.59121 -5.41283 -6.91681
H -1.58156 -4.54456 -5.75133
H -0.65316 -5.97826 -5.24741
H -0.56791 -2.85601 -4.18382
H 0.01540 -4.45706 -3.44026
H 1.26713 -2.50339 -2.52825
H 1.59412 -1.89811 -4.07261
H 2.47438 -4.52618 -2.79376
H 3.57037 -3.23362 -3.24172
H 4.46695 -2.85727 -5.32726
H 3.97636 -3.77719 -6.75880
H 2.98127 -2.50368 -6.14900
H 4.93721 -5.07921 -4.35554
H 3.61677 -6.30564 -4.10612
H 4.25765 -5.93667 -5.67801
H 1.02261 -2.10843 -6.20501
H -0.46348 -2.79656 -6.92883
H 1.02354 -3.40914 -7.44502
H 2.17209 -6.57070 -6.27801
C 5.59793 1.27640 -0.97797
C 4.15581 0.78338 -0.76132
C 3.39687 1.71381 0.17816
C 3.10769 3.04969 -0.48982
C 2.34433 2.88956 -1.79885
C 2.89408 1.80859 -2.76093
N 3.35826 0.66644 -1.96701
O 3.78244 -0.37236 -2.84204
C 1.73023 1.31049 -3.60487
C 4.03588 2.37880 -3.61617
C 4.27893 -0.60750 -0.12660
H 5.71480 2.26632 -1.41292
H 6.18524 1.20866 -0.06111
H 6.05650 0.58234 -1.69258
H 2.46831 1.22118 0.48847
H 3.97912 1.84620 1.09462
H 2.52899 3.59404 0.26731
H 3.99793 3.66275 -0.64282
H 2.46124 3.84871 -2.31675
H 1.27015 2.79512 -1.63111
H 1.06072 0.67804 -3.01797
H 2.06854 0.61067 -4.38118
H 1.17863 2.09099 -4.12812
H 4.74412 1.58068 -3.85861
H 4.58204 3.18048 -3.12314
H 3.71031 2.70583 -4.60820
H 4.66913 -0.54223 0.88632
H 3.30088 -1.10668 -0.10339
H 4.90674 -1.26160 -0.73431
H 3.45030 -1.15618 -2.39223
```

LUMO level, eV: 0.54
Spin multiplicity: 1
Energy relative to the best compared isomer or geometry (same formula, charge and spin), kJ/mol: 0.00
Kohn-Sham gap, eV: 8.8
F_max, eV Å⁻¹: 1.9
E_HOMO, eV: -8.228

The following is a quantum chemistry calculation of a cluster of 6 separate species, C40H88N4O8 in total, from the Open Molecules 2025 dataset.

XYZ file:
```
140
C40H88N4O8 (the ωB97M-V functional and the def2-TZVPD basis)
C 3.65308 3.53083 -4.75161
C 2.93001 2.54645 -5.61119
O 2.09532 1.61726 -4.86499
O 2.92901 4.80654 -4.70374
H 4.64569 3.66755 -5.18072
H 3.76524 3.30827 -3.69049
H 3.51626 1.89636 -6.26064
H 2.47796 3.11736 -6.42225
H 2.62569 1.26918 -4.14447
H 2.27828 4.72485 -4.00268
C 0.84921 0.08677 1.08575
C 2.22497 0.86890 0.93757
O 2.97273 0.10367 -0.03217
O -0.14232 0.58834 0.16107
H 0.49260 0.30461 2.09246
H 1.07408 -0.97717 1.16033
H 2.82313 0.69744 1.83251
H 1.94108 1.89905 0.72239
H 3.09004 -0.77372 0.33934
H 0.14327 0.63757 -0.75413
C -4.22415 2.40041 -7.86762
C -3.97623 1.25140 -8.85230
C -3.77364 1.85543 -10.28855
C -3.28690 0.81716 -11.37754
C -2.07562 -0.00650 -10.84659
C -2.14537 -0.51803 -9.39712
N -2.70172 0.51059 -8.50211
O -2.71972 0.07875 -7.24809
C -3.04618 -1.85741 -9.31139
C -0.67329 -0.95946 -9.09715
C -5.37117 0.49306 -8.99741
H -4.89406 3.12815 -8.32556
H -3.34428 2.97290 -7.57407
H -4.66656 2.21992 -6.88792
H -4.72222 2.19619 -10.70349
H -3.03371 2.64489 -10.15677
H -2.95848 1.50213 -12.15924
H -4.02251 0.24007 -11.93786
H -1.15754 0.54646 -11.04527
H -1.92802 -0.89342 -11.46277
H -2.64998 -2.55732 -10.04709
H -3.23400 -2.19200 -8.29116
H -3.98498 -1.72701 -9.84968
H -0.47234 -1.91136 -9.58867
H 0.10769 -0.21013 -9.22630
H -0.56109 -1.24388 -8.05091
H -6.21822 1.17905 -9.00215
H -5.63972 -0.09437 -8.11940
H -5.45710 -0.10368 -9.90549
H -1.91182 0.43679 -6.87299
C 3.85660 3.17970 11.29472
C 3.89576 1.90947 10.50283
C 2.47875 1.66218 9.79843
C 2.31854 2.12549 8.36604
C 3.53253 2.12614 7.48402
C 4.82031 2.62899 8.19869
N 4.96887 1.85422 9.46051
O 6.25063 1.88387 10.12874
C 5.93427 2.34315 7.21324
C 4.58882 4.15836 8.41223
C 4.12814 0.80225 11.56243
H 3.44337 3.96560 10.66249
H 4.87503 3.42545 11.59554
H 3.18060 3.21977 12.14884
H 2.13329 0.62841 9.80804
H 1.69685 2.12390 10.40137
H 1.86644 3.11663 8.32934
H 1.52095 1.53661 7.91308
H 3.39431 2.65392 6.54038
H 3.72767 1.07332 7.28006
H 5.96835 3.15796 6.49004
H 6.95118 2.24647 7.59359
H 5.85158 1.38006 6.70955
H 5.10348 4.39871 9.34252
H 5.16916 4.76259 7.71494
H 3.57725 4.52545 8.58566
H 5.18107 0.84490 11.84103
H 3.89148 -0.24246 11.36074
H 3.55712 0.94872 12.47927
H 6.39197 2.75360 10.50979
C -8.29310 0.59762 4.88291
C -7.52521 0.75708 3.59262
C -7.55609 -0.61263 2.92551
C -8.88268 -1.22712 2.38021
C -9.18042 -0.23685 1.28666
C -9.17959 1.31446 1.74714
N -8.10052 1.71373 2.63688
O -8.17996 2.97252 3.14155
C -8.95525 2.08873 0.38200
C -10.66293 1.54393 2.34653
C -6.08695 1.14884 3.88958
H -8.01212 -0.36195 5.31693
H -9.35985 0.63977 4.66293
H -7.97350 1.44374 5.49120
H -6.73594 -0.57863 2.20836
H -7.29257 -1.40985 3.62057
H -9.64410 -1.30182 3.15659
H -8.78702 -2.22110 1.94323
H -10.15328 -0.65139 1.02248
H -8.50010 -0.40089 0.45100
H -7.94624 1.92497 0.00361
H -9.71212 1.79182 -0.34400
H -9.12559 3.16043 0.48463
H -10.83756 0.90072 3.20902
H -10.78084 2.56004 2.72297
H -11.35845 1.42391 1.51591
H -5.97765 2.19870 4.16152
H -5.54024 1.16753 2.94678
H -5.57804 0.48203 4.58561
H -8.89161 2.83688 3.77144
C 7.46225 -5.64880 -0.12677
C 6.76475 -4.21742 -0.30050
C 7.41938 -3.44151 -1.52787
C 6.98829 -3.98155 -2.87302
C 5.45238 -4.12460 -2.99977
C 4.82940 -4.91243 -1.79718
N 5.32740 -4.33297 -0.53839
O 4.56483 -4.74503 0.65264
C 3.31240 -4.75086 -1.97234
C 5.12936 -6.40681 -1.96193
C 7.06926 -3.34224 0.90739
H 8.01751 -5.90847 -1.02809
H 6.88589 -6.38394 0.43490
H 8.38382 -5.55272 0.44732
H 7.14877 -2.39385 -1.39644
H 8.50923 -3.45558 -1.53924
H 7.50151 -4.94312 -2.88212
H 7.29770 -3.46335 -3.78067
H 5.32010 -4.81010 -3.83685
H 5.07833 -3.10926 -3.13120
H 2.97710 -4.84861 -3.00487
H 2.70142 -5.47675 -1.43578
H 3.01095 -3.76194 -1.62700
H 6.20392 -6.54792 -2.07817
H 4.83099 -6.86576 -1.01936
H 4.52487 -6.82906 -2.76466
H 6.82143 -3.75073 1.88709
H 6.35587 -2.53074 0.76372
H 8.04896 -2.87669 0.80002
H 4.97491 -5.56438 0.93920
```

LUMO level, eV: 0.33
Spin multiplicity: 1
Energy relative to the best compared isomer or geometry (same formula, charge and spin), kJ/mol: 579.94
Kohn-Sham gap, eV: 8.3
F_max, eV Å⁻¹: 4.3
E_HOMO, eV: -7.980

> Which of these has the lowest Kohn-Sham gap?

C40H88N4O8

> Among the records above, which one has the lowest F_max?

C40H88N4O6